[1]
The following is a quantum chemistry calculation of an isolated ion of composition C5H12NO and charge +1 at a distorted geometry, from OMol25.

XYZ file:
```
19
Properties=species:S:1:pos:R:3:mulliken_charge:R:1
H 2.40 1.12 -2.11 0.32
H -1.89 -1.87 -0.94 0.33
H -2.67 0.16 -0.85 0.41
C -1.25 0.83 0.71 -0.52
H -0.89 0.22 -1.27 0.32
H 0.70 -1.26 -0.03 0.45
N 1.26 0.65 -0.49 -0.02
C 0.98 -0.31 0.47 -0.35
H -0.42 -0.75 1.99 0.34
H 0.24 0.79 2.25 0.41
H 1.87 -0.52 1.10 0.48
H -2.10 0.99 1.37 0.39
C -0.11 0.14 1.45 -0.80
H 2.47 -0.62 -1.63 0.37
C 2.43 0.42 -1.28 -0.74
H 3.28 0.65 -0.63 0.39
H -1.05 1.81 0.27 0.29
C -1.65 -0.01 -0.50 -0.57
O -1.59 -1.40 -0.16 -0.50
```

- Spin multiplicity: 1
- Total charge: +1
- Energy: -327.29779 a.u.
- Kohn-Sham gap: 6.42 eV
- Largest force on an atom: 2.54 eV Å⁻¹
- LUMO level: -8.242 eV
- Energy above the lowest of the compared OMol25 structures with the same formula, charge and spin: 101.5 kcal per mole


[2]
The following is a quantum chemistry calculation of a 2-piece molecular cluster, C5H12NO overall at a distorted geometry, from OMol25.

XYZ file:
```
19
Properties=species:S:1:pos:R:3:mulliken_charge:R:1
C 0.14 -0.75 1.29 -0.31
H -1.14 2.80 -1.57 0.33
H 2.38 -0.05 2.48 0.35
H -0.04 0.00 2.04 0.41
O -1.04 -1.27 0.75 -0.61
H 3.43 -1.10 1.49 0.34
H -0.36 -0.60 -2.55 0.26
C -0.53 0.45 -2.33 -0.10
H -1.27 -0.05 -0.55 0.29
H -0.57 2.23 0.04 0.32
H 1.50 -1.81 0.12 0.32
H -2.31 2.21 -0.37 0.31
H 2.86 0.48 0.89 0.26
C 2.60 -0.40 1.48 -1.16
H -0.25 1.24 -3.01 0.26
C 1.37 -1.04 0.89 0.07
H -0.81 -2.12 0.39 0.32
C -1.30 2.11 -0.75 -0.75
N -1.15 0.73 -1.25 0.09
```

- Spin multiplicity: 1
- Total charge: +1
- Energy: -327.40844 a.u.
- Kohn-Sham gap: 8.14 eV
- Largest force on an atom: 1.11 eV Å⁻¹
- LUMO level: -4.801 eV
- Energy above the lowest of the compared OMol25 structures with the same formula, charge and spin: 32.1 kcal per mole


[3]
The following is a quantum chemistry calculation of a 2-piece molecular cluster, C5H12NO overall at a distorted geometry, from OMol25.

XYZ file:
```
19
Properties=species:S:1:pos:R:3:mulliken_charge:R:1
H -1.45 -0.56 1.30 0.29
H 3.12 -0.06 -1.19 0.35
H 1.09 1.13 -0.38 0.14
H -1.44 1.44 1.44 0.28
O 0.84 -0.57 0.59 -0.43
H -0.71 -2.34 -1.12 0.31
H -2.31 -2.41 0.08 0.33
C 1.60 0.21 0.09 0.44
C 3.04 0.02 -0.18 -1.10
N -1.31 0.38 -0.28 -0.15
H -2.45 2.06 0.26 0.34
C -1.39 1.73 0.38 -0.82
C -1.23 -0.74 0.32 0.20
H 3.50 0.99 0.18 0.32
H 3.33 -0.76 0.46 0.33
H -0.50 -2.64 0.53 0.35
H -0.99 0.35 -1.24 0.35
C -1.22 -2.22 -0.13 -0.93
H -0.69 2.33 -0.09 0.40
```

- Spin multiplicity: 1
- Total charge: +1
- Energy: -327.37802 a.u.
- Kohn-Sham gap: 10.98 eV
- Largest force on an atom: 5.03 eV Å⁻¹
- LUMO level: -3.335 eV
- Energy above the lowest of the compared OMol25 structures with the same formula, charge and spin: 51.2 kcal per mole


[4]
The following is a quantum chemistry calculation of a 2-piece molecular cluster, C5H12NO overall at a distorted geometry, from OMol25.

XYZ file:
```
19
Properties=species:S:1:pos:R:3:mulliken_charge:R:1
H 3.48 0.76 2.12 0.32
H 2.66 2.05 1.69 0.34
H 1.08 -1.11 -1.31 0.36
C 0.06 0.63 -0.70 -0.29
O 2.61 1.08 1.84 -0.64
H -2.66 -2.20 0.24 0.43
H 3.30 -0.20 -1.66 0.28
N 1.22 -0.05 -1.21 -0.04
C -2.25 -0.06 0.09 -0.39
H -1.09 -0.69 -1.83 0.27
H -3.28 -1.26 1.41 0.35
C -2.44 -1.39 0.80 -1.24
H -3.23 0.11 -0.46 0.27
C -1.15 0.07 -0.92 -0.16
C 2.47 0.41 -1.31 -0.15
H 0.24 1.36 0.10 0.30
H -2.08 0.70 0.80 0.35
H -1.58 -1.64 1.44 0.33
H 2.63 1.43 -1.14 0.30
```

- Spin multiplicity: 1
- Total charge: +1
- Energy: -327.37344 a.u.
- Kohn-Sham gap: 8.49 eV
- Largest force on an atom: 3.87 eV Å⁻¹
- LUMO level: -5.382 eV
- Energy above the lowest of the compared OMol25 structures with the same formula, charge and spin: 54.1 kcal per mole


Please write out number 1 again, unchanged.
The following is a quantum chemistry calculation of an isolated ion of composition C5H12NO and charge +1 at a distorted geometry, from OMol25.

XYZ file:
```
19
Properties=species:S:1:pos:R:3:mulliken_charge:R:1
H 2.40 1.12 -2.11 0.32
H -1.89 -1.87 -0.94 0.33
H -2.67 0.16 -0.85 0.41
C -1.25 0.83 0.71 -0.52
H -0.89 0.22 -1.27 0.32
H 0.70 -1.26 -0.03 0.45
N 1.26 0.65 -0.49 -0.02
C 0.98 -0.31 0.47 -0.35
H -0.42 -0.75 1.99 0.34
H 0.24 0.79 2.25 0.41
H 1.87 -0.52 1.10 0.48
H -2.10 0.99 1.37 0.39
C -0.11 0.14 1.45 -0.80
H 2.47 -0.62 -1.63 0.37
C 2.43 0.42 -1.28 -0.74
H 3.28 0.65 -0.63 0.39
H -1.05 1.81 0.27 0.29
C -1.65 -0.01 -0.50 -0.57
O -1.59 -1.40 -0.16 -0.50
```

- Spin multiplicity: 1
- Total charge: +1
- Energy: -327.29779 a.u.
- Kohn-Sham gap: 6.42 eV
- Largest force on an atom: 2.54 eV Å⁻¹
- LUMO level: -8.242 eV
- Energy above the lowest of the compared OMol25 structures with the same formula, charge and spin: 101.5 kcal per mole